Entry 1:
Molecular formula: C12H17Cl15F3NO3
Method: DFT, ωB97M-V/def2-TZVPD

Element x y z (Å)
C: -1.15 -3.87 2.43
O: 0.07 -3.70 2.34
N: -2.09 -2.86 2.49
C: -3.46 -3.23 2.69
C: -1.70 -1.49 2.59
H: -1.62 -4.86 2.38
H: -3.84 -3.92 1.94
H: -4.13 -2.37 2.63
H: -3.51 -3.67 3.68
H: -1.73 -1.15 3.63
H: -0.76 -1.23 2.10
H: -2.41 -0.88 2.04
C: 1.50 2.13 -3.43
C: 1.17 3.27 -2.53
O: -0.06 3.00 -1.91
C: -0.30 1.90 -1.08
O: 0.52 1.12 -0.61
C: -1.81 1.87 -0.63
F: -2.57 2.78 -1.32
F: -2.24 0.69 -0.88
F: -1.97 2.16 0.64
H: 0.68 1.57 -3.86
H: 2.08 1.44 -2.82
H: 2.18 2.41 -4.24
H: 1.15 4.15 -3.18
H: 2.02 3.38 -1.86
C: 0.66 -0.70 0.66
Cl: 0.99 -0.88 2.42
Cl: -0.45 -2.01 0.14
Cl: 2.17 -0.77 -0.29
H: 0.16 0.25 0.46
C: -1.49 1.30 2.92
Cl: -0.71 0.33 4.16
Cl: -3.03 0.65 2.44
Cl: -0.40 1.35 1.50
H: -1.65 2.34 3.22
C: -0.20 -1.72 -2.31
Cl: -0.90 -2.12 -3.91
Cl: 0.08 0.04 -2.30
Cl: 1.23 -2.78 -2.24
H: -0.92 -1.93 -1.52
C: 2.18 1.86 0.57
Cl: 2.34 1.69 2.32
Cl: 3.67 1.62 -0.31
Cl: 1.48 3.40 0.03
H: 1.55 1.04 0.25
C: 3.43 -0.30 -2.20
Cl: 2.26 -0.41 -3.51
Cl: 4.50 1.04 -2.41
Cl: 4.28 -1.87 -1.95
H: 2.76 -0.06 -1.37

HOMO level (eV): -8.8
ΔE to the lowest compared entry with this formula, charge and spin (eV): 26.449
E_tot (eV): -216313.8488
Charge: 0
Molar mass (g mol⁻¹): 812.06
HOMO-LUMO gap (eV): 7.9

Atom charges from the Mulliken analysis, given in e for atoms 1 to 5: atom 1 (C): -0.167, atom 2 (O): -0.519, atom 3 (N): 0.444, atom 4 (C): -1.050, atom 5 (C): 0.600


Entry 2:
Molecular formula: C12H17ClFIN5O4
Method: DFT, ωB97M-V/def2-TZVPD

Element x y z (Å)
C: -0.87 -2.19 0.95
C: -1.57 -0.84 1.13
C: -1.03 0.28 0.22
I: -1.73 0.01 -1.78
C: 0.47 0.29 0.26
N: 1.33 0.00 -0.68
C: 2.55 0.10 -0.13
N: 3.66 -0.12 -0.82
C: 5.05 -0.04 -0.36
C: 5.95 -0.13 -1.58
N: 6.24 -1.28 -2.01
N: 2.46 0.43 1.18
C: 3.47 0.64 2.22
C: 2.84 0.66 3.61
O: 2.74 1.62 4.29
Cl: 2.25 -0.92 4.11
N: 1.11 0.57 1.41
H: -1.47 -2.98 1.39
H: -0.74 -2.43 -0.11
H: 0.11 -2.21 1.44
H: -1.49 -0.50 2.17
H: -2.64 -0.95 0.90
H: -1.39 1.25 0.55
H: 3.50 -0.42 -1.77
H: 5.23 0.91 0.15
H: 5.29 -0.87 0.30
H: 6.29 0.80 -2.03
H: 6.85 -1.24 -2.83
H: 3.98 1.60 2.07
H: 4.19 -0.18 2.19
H: 0.71 0.79 2.31
C: -6.71 1.60 -1.56
C: -6.57 0.75 -2.81
O: -5.62 -0.22 -2.41
C: -5.65 -0.33 -1.05
O: -5.12 -1.19 -0.43
O: -6.37 0.68 -0.52
F: -6.08 1.44 -3.86
H: -5.99 2.41 -1.58
H: -7.71 1.99 -1.40
H: -7.48 0.23 -3.12

HOMO level (eV): -12.2
E_tot (eV): -51693.9459
Charge: +1
Molar mass (g mol⁻¹): 476.65
HOMO-LUMO gap (eV): 9.0

Atom charges from the Mulliken analysis, given in e for atoms 1 to 5: atom 1 (C): -1.025, atom 2 (C): -0.390, atom 3 (C): -0.475, atom 4 (I): 0.197, atom 5 (C): 0.049


Entry 3:
Molecular formula: C12H17IKN3S3SbSe3
Method: DFT, ωB97M-V/def2-TZVPD

Element x y z (Å)
K: -0.59 -1.11 0.76
C: 4.05 0.05 -1.30
Se: 2.38 0.43 -2.23
C: 2.50 2.38 -2.22
C: 2.82 2.99 -0.87
Se: 1.67 2.27 0.54
C: 1.45 3.91 1.56
H: 4.05 -1.03 -1.17
H: 4.04 0.52 -0.32
H: 4.91 0.37 -1.89
H: 1.51 2.70 -2.57
H: 3.24 2.69 -2.97
H: 2.65 4.07 -0.90
H: 3.86 2.83 -0.61
H: 0.98 4.68 0.94
H: 2.41 4.27 1.94
H: 0.80 3.65 2.38
S: -4.02 2.38 3.94
Sb: -2.66 0.53 3.72
S: -0.48 1.14 3.02
S: -3.42 -1.15 2.30
Se: 1.85 -2.94 -0.60
C: 2.05 -4.74 -0.08
C: 2.72 -5.67 -0.89
C: 2.86 -6.98 -0.47
N: 2.39 -7.47 0.68
C: 1.75 -6.58 1.45
C: 1.56 -5.25 1.13
H: 3.13 -5.36 -1.84
H: 3.39 -7.70 -1.11
H: 1.36 -6.97 2.39
H: 1.03 -4.60 1.81
I: -5.57 2.80 -1.91
C: -3.82 2.10 -1.06
C: -3.33 2.39 0.20
N: -2.17 1.72 0.29
N: -1.89 0.99 -0.80
C: -2.89 1.23 -1.64
H: -3.72 2.96 1.03
H: -1.55 1.68 1.12
H: -2.91 0.76 -2.61

HOMO level (spin up / spin down) (eV): -1.4 / -2.3
ΔE to the lowest compared entry with this formula, charge and spin (eV): 0.046
E_tot (eV): -276701.8828
Charge: -2
<S²>: 0.760
Molar mass (g mol⁻¹): 824.13
2S+1: 2
HOMO-LUMO gap (spin up / spin down) (eV): 4.9 / 5.8

Atom charges from the Mulliken analysis, given in e for atoms 1 to 5: atom 1 (K): 0.848, atom 2 (C): -0.776, atom 3 (Se): 0.012, atom 4 (C): -0.753, atom 5 (C): -0.858


Entry 4:
Molecular formula: C12H17INO4P
Method: DFT, ωB97M-V/def2-TZVPD

Element x y z (Å)
C: 1.88 -0.86 2.08
C: 1.34 -1.66 0.88
C: 0.94 -0.72 -0.27
I: 0.72 -1.96 -2.04
N: 1.90 0.39 -0.42
C: 1.41 1.51 -1.09
O: 2.13 2.25 -1.68
O: 0.08 1.77 -1.02
C: -0.33 2.16 0.30
C: -1.85 2.11 0.44
C: -2.40 0.74 0.12
C: -2.88 -0.08 1.14
C: -3.35 -1.36 0.86
C: -3.37 -1.85 -0.44
C: -2.92 -1.04 -1.48
C: -2.45 0.24 -1.19
P: 3.45 -0.18 -1.03
O: 3.46 0.24 -2.58
O: 4.53 0.80 -0.29
H: 1.41 0.11 2.18
H: 2.97 -0.77 2.07
H: 1.61 -1.41 2.99
H: 2.11 -2.34 0.55
H: 0.43 -2.16 1.23
H: -0.05 -0.35 -0.05
H: 0.10 1.49 1.04
H: 0.02 3.17 0.49
H: -2.05 2.27 1.50
H: -2.33 2.89 -0.13
H: -2.89 0.25 2.17
H: -3.71 -2.00 1.66
H: -3.72 -2.85 -0.66
H: -2.91 -1.37 -2.50
H: -2.10 0.88 -1.99
H: 3.76 -0.52 -3.09
H: 5.05 0.19 0.25

HOMO level (eV): -8.8
E_tot (eV): -39790.6664
Charge: 0
SMILES: CC[C@H](I)N(C(=O)OCCc1ccccc1)P(O)O
Molar mass (g mol⁻¹): 397.15
HOMO-LUMO gap (eV): 9.1

Atom charges from the Mulliken analysis, given in e for atoms 1 to 5: atom 1 (C): -1.103, atom 2 (C): -0.447, atom 3 (C): -0.268, atom 4 (I): 0.065, atom 5 (N): 0.556


Entry 5:
Molecular formula: C12H17N
Method: DFT, ωB97M-V/def2-TZVPD

Element x y z (Å)
C: -2.69 -0.89 -1.47
C: -3.65 -1.11 -2.65
C: -1.77 0.35 -1.65
H: -3.29 -0.78 -0.56
H: -2.11 -1.79 -1.31
H: -3.52 -0.36 -3.44
H: -2.39 1.08 -2.16
H: -4.69 -0.95 -2.36
H: -3.50 -2.08 -3.12
H: -1.51 0.70 -0.66
H: -0.92 0.03 -2.24
C: -0.74 2.25 1.75
C: 0.93 0.67 0.73
C: -0.04 0.94 1.75
C: 1.27 -0.70 0.86
C: -0.20 -0.20 2.51
C: 1.51 1.37 -0.36
C: 2.36 0.69 -1.26
C: 2.63 -0.65 -1.11
C: 2.05 -1.43 -0.06
N: 0.58 -1.20 1.93
H: 1.32 2.42 -0.55
H: 2.81 1.23 -2.07
H: 3.24 -1.16 -1.85
H: -0.90 2.72 2.74
H: -1.71 2.37 1.33
H: -0.77 -0.37 3.40
H: 0.79 -2.06 2.41
H: 2.19 -2.48 0.15
H: -0.13 3.04 1.30

HOMO level (spin up / spin down) (eV): 0.7 / -2.8
ΔE to the lowest compared entry with this formula, charge and spin (eV): 0.426
E_tot (eV): -14208.6074
Charge: -1
<S²>: 0.770
Molar mass (g mol⁻¹): 175.28
2S+1: 2
HOMO-LUMO gap (spin up / spin down) (eV): 2.9 / 6.4

Atom charges from the Mulliken analysis, given in e for atoms 1 to 5: atom 1 (C): -0.401, atom 2 (C): -1.057, atom 3 (C): -0.513, atom 4 (H): 0.336, atom 5 (H): 0.290


Entry 6:
Molecular formula: C12H17N
Method: DFT, ωB97M-V/def2-TZVPD

Element x y z (Å)
C: 2.78 -2.37 -1.77
C: 2.32 -0.96 -1.84
C: 3.27 0.04 -1.60
N: 2.58 1.38 -1.55
C: 1.18 1.06 -1.58
C: 0.25 1.87 -1.03
C: -1.10 1.33 -0.99
C: -1.28 0.03 -1.42
C: -0.23 -0.83 -1.92
C: 1.05 -0.33 -1.88
H: 1.96 -3.03 -1.94
H: 3.24 -2.70 -0.77
H: 3.45 -2.52 -2.65
H: 4.28 0.02 -1.83
H: 2.96 1.88 -0.78
H: 0.42 2.89 -0.70
H: -1.95 1.87 -0.69
H: -2.13 -0.49 -1.29
H: -0.34 -1.88 -2.12
C: -0.69 0.20 2.59
C: -2.11 0.92 2.62
C: -3.37 -0.12 2.49
H: -0.38 -0.07 1.59
H: 0.17 0.81 2.79
H: -0.85 -0.61 3.26
H: -2.38 1.63 1.80
H: -2.28 1.33 3.67
H: -3.63 -0.53 3.55
H: -3.03 -1.04 2.09
H: -4.16 0.24 1.89

HOMO level (eV): -7.9
ΔE to the lowest compared entry with this formula, charge and spin (eV): 2.798
E_tot (eV): -14207.5394
Charge: 0
SMILES: Cc1c[nH]c2ccccc12.CCC
Molar mass (g mol⁻¹): 175.28
HOMO-LUMO gap (eV): 8.5

Atom charges from the Mulliken analysis, given in e for atoms 1 to 5: atom 1 (C): -1.316, atom 2 (C): 0.455, atom 3 (C): -0.691, atom 4 (N): -0.371, atom 5 (C): 0.149


Entry 7:
Molecular formula: C12H17N
Method: DFT, ωB97M-V/def2-TZVPD

Element x y z (Å)
C: -1.35 2.89 -1.04
C: -0.81 2.04 0.03
C: -1.66 1.52 1.01
N: -0.95 0.64 1.82
C: 0.40 0.51 1.25
C: 1.51 -0.08 1.81
C: 2.79 0.10 1.27
C: 2.96 1.13 0.29
C: 1.82 1.72 -0.36
C: 0.59 1.49 0.22
H: -2.48 2.54 -1.26
H: -0.84 2.78 -2.03
H: -1.13 3.96 -0.84
H: -2.76 2.00 1.08
H: -1.16 -0.05 2.44
H: 1.43 -0.88 2.63
H: 3.67 -0.42 1.54
H: 3.93 1.64 0.12
H: 1.93 2.17 -1.23
C: -0.42 -2.30 0.32
C: -0.50 -3.10 -1.03
C: -1.11 -1.99 -1.80
H: 0.47 -1.63 0.28
H: -1.10 -1.41 0.47
H: -0.38 -2.96 1.12
H: -1.19 -3.90 -1.04
H: 0.54 -3.33 -1.28
H: -1.54 -2.35 -2.75
H: -0.62 -1.09 -1.76
H: -2.06 -1.62 -1.29

HOMO level (eV): -7.7
ΔE to the lowest compared entry with this formula, charge and spin (eV): 3.736
E_tot (eV): -14206.6016
Charge: 0
SMILES: Cc1c[nH]c2ccccc12.CCC
Molar mass (g mol⁻¹): 175.28
HOMO-LUMO gap (eV): 8.7

Atom charges from the Mulliken analysis, given in e for atoms 1 to 5: atom 1 (C): -1.325, atom 2 (C): 0.808, atom 3 (C): -0.580, atom 4 (N): -0.068, atom 5 (C): -0.297


Entry 8:
Molecular formula: C12H17N
Method: DFT, ωB97M-V/def2-TZVPD

Element x y z (Å)
C: -0.56 -0.68 3.68
C: 0.14 -0.41 2.38
C: 1.33 -0.95 2.01
N: 1.74 -0.40 0.80
C: 0.81 0.52 0.41
C: 0.75 1.30 -0.75
C: -0.40 1.99 -1.01
C: -1.38 2.13 0.00
C: -1.27 1.44 1.19
C: -0.18 0.61 1.43
H: -0.10 -0.02 4.43
H: -0.42 -1.69 4.06
H: -1.60 -0.38 3.60
H: 1.99 -1.66 2.48
H: 2.70 -0.40 0.49
H: 1.61 1.23 -1.41
H: -0.61 2.46 -1.96
H: -2.18 2.82 -0.22
H: -2.11 1.52 1.87
C: -0.28 -0.24 -3.43
C: 0.18 -1.68 -3.14
C: -0.55 -2.31 -1.94
H: -1.34 -0.29 -3.68
H: 0.31 0.19 -4.24
H: -0.18 0.36 -2.52
H: 0.06 -2.24 -4.07
H: 1.24 -1.64 -2.88
H: 0.18 -2.84 -1.33
H: -1.09 -1.59 -1.33
H: -1.24 -3.11 -2.23

HOMO level (eV): -7.8
ΔE to the lowest compared entry with this formula, charge and spin (eV): 0.735
E_tot (eV): -14209.6028
Charge: 0
SMILES: Cc1c[nH]c2ccccc12.CCC
Molar mass (g mol⁻¹): 175.28
HOMO-LUMO gap (eV): 8.7

Atom charges from the Mulliken analysis, given in e for atoms 1 to 5: atom 1 (C): -1.420, atom 2 (C): 0.507, atom 3 (C): -0.774, atom 4 (N): -0.043, atom 5 (C): -0.044


Entry 9:
Molecular formula: C12H17N
Method: DFT, ωB97M-V/def2-TZVPD

Element x y z (Å)
C: -2.67 -0.28 1.41
C: -1.93 -0.81 0.25
C: -1.87 -0.17 -0.96
N: -1.32 -1.00 -1.87
C: -0.90 -2.19 -1.25
C: -0.23 -3.34 -1.72
C: 0.43 -4.03 -0.74
C: 0.43 -3.66 0.62
C: -0.38 -2.62 1.08
C: -1.13 -2.00 0.13
H: -3.75 -0.03 1.21
H: -2.22 0.68 1.67
H: -2.83 -1.03 2.18
H: -2.62 0.58 -1.19
H: -1.19 -0.92 -2.86
H: -0.49 -3.63 -2.73
H: 1.00 -4.95 -1.01
H: 1.17 -4.20 1.18
H: -0.24 -2.32 2.11
C: 1.47 2.16 0.91
C: 2.47 3.22 0.20
C: 1.72 4.43 -0.33
H: 1.03 2.65 1.81
H: 2.01 1.23 1.19
H: 0.76 1.80 0.18
H: 3.34 3.49 0.82
H: 2.90 2.63 -0.67
H: 2.56 4.77 -1.06
H: 0.88 4.31 -0.98
H: 1.62 5.21 0.42

HOMO level (eV): -7.7
ΔE to the lowest compared entry with this formula, charge and spin (eV): 2.125
E_tot (eV): -14208.2124
Charge: 0
SMILES: Cc1c[nH]c2ccccc12.CCC
Molar mass (g mol⁻¹): 175.28
HOMO-LUMO gap (eV): 8.5

Atom charges from the Mulliken analysis, given in e for atoms 1 to 5: atom 1 (C): -1.401, atom 2 (C): 0.784, atom 3 (C): -0.700, atom 4 (N): -0.026, atom 5 (C): -0.188


Entry 10:
Molecular formula: C12H17N
Method: DFT, ωB97M-V/def2-TZVPD

Element x y z (Å)
C: 1.84 1.06 -1.63
C: 0.82 1.46 -0.65
C: 0.90 1.42 0.71
N: -0.34 1.63 1.26
C: -1.20 2.10 0.26
C: -2.60 2.26 0.34
C: -3.26 2.26 -0.87
C: -2.49 2.44 -2.06
C: -1.12 2.30 -2.16
C: -0.49 1.96 -0.92
H: 1.66 1.34 -2.67
H: 2.09 -0.01 -1.58
H: 2.81 1.51 -1.35
H: 1.78 1.32 1.34
H: -0.68 1.43 2.19
H: -3.19 2.44 1.23
H: -4.28 1.98 -1.00
H: -2.87 2.79 -3.03
H: -0.62 2.81 -2.99
C: 1.74 -4.20 1.47
C: 1.28 -2.92 0.72
C: 0.08 -2.28 1.37
H: 2.43 -3.97 2.29
H: 2.36 -4.81 0.81
H: 0.90 -4.62 2.02
H: 2.10 -2.23 0.58
H: 0.94 -3.25 -0.28
H: -0.56 -1.89 0.59
H: -0.43 -2.93 2.06
H: 0.41 -1.40 1.95

HOMO level (eV): -7.7
ΔE to the lowest compared entry with this formula, charge and spin (eV): 1.784
E_tot (eV): -14208.5533
Charge: 0
SMILES: Cc1c[nH]c2ccccc12.CCC
Molar mass (g mol⁻¹): 175.28
HOMO-LUMO gap (eV): 8.6

Atom charges from the Mulliken analysis, given in e for atoms 1 to 5: atom 1 (C): -1.350, atom 2 (C): 0.843, atom 3 (C): -0.862, atom 4 (N): -0.009, atom 5 (C): -0.205


Entry 11:
Molecular formula: C12H17N9O3Pt
Method: DFT, ωB97M-V/def2-TZVPD

Element x y z (Å)
Pt: -0.42 -0.18 -0.79
C: 3.50 -0.62 -2.46
C: 4.04 0.64 -2.28
C: 3.26 1.63 -1.71
C: 1.98 1.33 -1.31
N: 1.48 0.08 -1.43
C: 2.22 -0.86 -2.02
C: 1.01 2.32 -0.79
C: 1.31 3.64 -0.53
C: 0.30 4.49 -0.09
C: -0.97 3.99 0.10
C: -1.20 2.65 -0.16
N: -0.24 1.83 -0.60
H: 4.07 -1.41 -2.94
H: 5.05 0.86 -2.60
H: 3.66 2.63 -1.60
H: 1.76 -1.83 -2.15
H: 2.31 4.02 -0.67
H: 0.52 5.53 0.11
H: -1.78 4.61 0.44
H: -2.18 2.21 -0.01
N: -2.43 -0.44 -0.35
N: -2.81 -1.77 -0.66
C: -1.85 -2.71 -0.72
N: -2.17 -3.98 -0.70
N: -0.60 -2.21 -0.80
N: 0.45 -3.04 -0.35
O: 1.31 -2.48 0.28
O: 0.42 -4.21 -0.65
H: -2.49 -0.29 0.68
H: -3.02 0.18 -0.89
H: -3.78 -2.02 -0.53
H: -3.12 -4.29 -0.53
H: -1.45 -4.67 -0.86
N: -1.90 -0.33 4.37
C: -1.20 -0.59 3.26
N: 0.04 -1.12 3.40
O: -1.64 -0.34 2.12
H: -1.55 -0.51 5.29
H: -2.81 0.09 4.28
H: 0.39 -1.44 4.29
H: 0.53 -1.40 2.57

HOMO level (eV): -15.4
ΔE to the lowest compared entry with this formula, charge and spin (eV): 0.000
E_tot (eV): -35505.5111
Charge: +2
Molar mass (g mol⁻¹): 530.41
HOMO-LUMO gap (eV): 8.9

Atom charges from the Mulliken analysis, given in e for atoms 1 to 5: atom 1 (Pt): 0.800, atom 2 (C): -0.902, atom 3 (C): -0.401, atom 4 (C): -0.828, atom 5 (C): 0.629


Entry 12:
Molecular formula: C12H17NO
Method: DFT, ωB97M-V/def2-TZVPD

Element x y z (Å)
C: -0.32 3.06 0.85
N: -0.66 1.90 0.53
O: -1.10 1.59 -0.72
C: -1.36 0.10 -0.83
C: -2.92 -0.03 -1.03
C: -3.74 -0.74 -0.25
C: -3.12 -1.47 0.85
C: -1.80 -1.32 1.14
C: -0.80 -0.62 0.31
C: 0.49 -0.53 0.60
C: 1.79 -0.30 -0.15
C: 2.39 -1.70 0.08
C: 2.56 0.75 0.55
C: 1.73 0.01 -1.62
H: -0.54 3.97 0.27
H: -0.12 3.12 1.88
H: -0.95 -0.04 -1.84
H: -3.37 0.69 -1.75
H: -4.82 -0.89 -0.51
H: -3.82 -2.19 1.29
H: -1.37 -1.75 2.09
H: 0.75 -0.98 1.55
H: 3.12 -1.83 -0.67
H: 2.87 -1.71 1.18
H: 1.57 -2.40 0.01
H: 1.98 1.64 0.32
H: 2.46 0.35 1.58
H: 3.54 0.93 0.32
H: 1.21 0.94 -1.94
H: 1.59 -0.82 -2.17
H: 2.77 0.27 -1.93

HOMO level (eV): -7.8
ΔE to the lowest compared entry with this formula, charge and spin (eV): 6.751
E_tot (eV): -16251.6361
Charge: 0
SMILES: C=NO[C@@H]1C=CC=C/C1=C/C(C)(C)C
Molar mass (g mol⁻¹): 191.27
HOMO-LUMO gap (eV): 8.2

Atom charges from the Mulliken analysis, given in e for atoms 1 to 5: atom 1 (C): -0.469, atom 2 (N): -0.273, atom 3 (O): -0.180, atom 4 (C): 0.507, atom 5 (C): -0.972


> The highest E_tot belongs to which entry?

number 7


> Which of these has the highest molar mass?

C12H17IKN3S3SbSe3


> The highest E_tot belongs to which entry?

number 7


Repeat the third record exactly.
Molecular formula: C12H17IKN3S3SbSe3
Method: DFT, ωB97M-V/def2-TZVPD

Element x y z (Å)
K: -0.59 -1.11 0.76
C: 4.05 0.05 -1.30
Se: 2.38 0.43 -2.23
C: 2.50 2.38 -2.22
C: 2.82 2.99 -0.87
Se: 1.67 2.27 0.54
C: 1.45 3.91 1.56
H: 4.05 -1.03 -1.17
H: 4.04 0.52 -0.32
H: 4.91 0.37 -1.89
H: 1.51 2.70 -2.57
H: 3.24 2.69 -2.97
H: 2.65 4.07 -0.90
H: 3.86 2.83 -0.61
H: 0.98 4.68 0.94
H: 2.41 4.27 1.94
H: 0.80 3.65 2.38
S: -4.02 2.38 3.94
Sb: -2.66 0.53 3.72
S: -0.48 1.14 3.02
S: -3.42 -1.15 2.30
Se: 1.85 -2.94 -0.60
C: 2.05 -4.74 -0.08
C: 2.72 -5.67 -0.89
C: 2.86 -6.98 -0.47
N: 2.39 -7.47 0.68
C: 1.75 -6.58 1.45
C: 1.56 -5.25 1.13
H: 3.13 -5.36 -1.84
H: 3.39 -7.70 -1.11
H: 1.36 -6.97 2.39
H: 1.03 -4.60 1.81
I: -5.57 2.80 -1.91
C: -3.82 2.10 -1.06
C: -3.33 2.39 0.20
N: -2.17 1.72 0.29
N: -1.89 0.99 -0.80
C: -2.89 1.23 -1.64
H: -3.72 2.96 1.03
H: -1.55 1.68 1.12
H: -2.91 0.76 -2.61

HOMO level (spin up / spin down) (eV): -1.4 / -2.3
ΔE to the lowest compared entry with this formula, charge and spin (eV): 0.046
E_tot (eV): -276701.8828
Charge: -2
<S²>: 0.760
Molar mass (g mol⁻¹): 824.13
2S+1: 2
HOMO-LUMO gap (spin up / spin down) (eV): 4.9 / 5.8

Atom charges from the Mulliken analysis, given in e for atoms 1 to 5: atom 1 (K): 0.848, atom 2 (C): -0.776, atom 3 (Se): 0.012, atom 4 (C): -0.753, atom 5 (C): -0.858